{
  "formula": "H4O2",
  "method": "ωB97M-V/def2-TZVPD",
  "charge": 0,
  "e_above_lowest_ev": 0.216,
  "homo_lumo_gap_ev": 11.65,
  "smiles": "O.O",
  "lumo_ev": 0.5706,
  "symbols": ["O", "H", "H", "O", "H", "H"],
  "coordinates": [[-0.253, -0.737, 1.299], [-0.447, -0.441, 0.389], [0.476, -1.363, 1.199], [0.089, 0.788, -1.150], [0.787, 1.451, -1.365], [0.497, -0.057, -1.415]]
}



{
  "formula": "C3H3NO2",
  "method": "ωB97M-V/def2-TZVPD",
  "charge": 0,
  "e_above_lowest_ev": 3.329,
  "homo_lumo_gap_ev": 9.17,
  "smiles": "Oc1cnco1",
  "lumo_ev": 0.2592,
  "symbols": ["O", "C", "C", "N", "C", "O", "H", "H", "H"],
  "coordinates": [[-1.645, 0.641, 0.887], [-0.444, 0.201, 0.389], [-0.006, -0.977, 0.350], [1.013, -1.090, -0.493], [1.154, 0.181, -0.997], [0.220, 0.949, -0.414], [-1.734, 0.028, 1.874], [-0.296, -1.824, 0.917], [2.109, 0.275, -1.580]]
}



{
  "formula": "C33H54Cl2N2O2P2Sm",
  "method": "ωB97M-V/def2-TZVPD",
  "s_squared": 8.79,
  "charge": -1,
  "homo_lumo_gap_ev": [5.35, 5.30],
  "multiplicity": 6,
  "lumo_ev": [2.4156, 2.4159],
  "symbols": ["Sm", "Cl", "P", "C", "C", "C", "C", "H", "C", "H", "H", "H", "H", "H", "H", "H", "C", "C", "H", "H", "H", "H", "H", "H", "C", "H", "C", "H", "H", "H", "H", "H", "H", "Cl", "H", "P", "C", "C", "C", "C", "H", "C", "H", "H", "H", "H", "H", "H", "H", "C", "C", "H", "H", "H", "H", "H", "H", "C", "H", "C", "H", "H", "H", "H", "H", "H", "O", "C", "N", "C", "C", "O", "N", "C", "C", "C", "C", "C", "C", "C", "C", "C", "C", "C", "C", "H", "H", "H", "H", "H", "H", "H", "H", "H", "H", "H"],
  "coordinates": [[-0.732, 0.301, -1.206], [-1.007, 0.648, -3.749], [-3.183, -1.410, -1.819], [-3.213, -2.322, -3.437], [-4.004, -2.522, -0.554], [-4.301, 0.070, -2.136], [-1.895, -3.082, -3.640], [-3.264, -1.508, -4.180], [-4.404, -3.260, -3.633], [-4.382, -4.084, -2.915], [-4.338, -3.696, -4.636], [-5.370, -2.752, -3.556], [-1.025, -2.432, -3.484], [-1.861, -3.458, -4.670], [-1.820, -3.946, -2.966], [-3.877, 0.467, -3.075], [-4.152, 1.165, -1.062], [-5.746, -0.355, -2.389], [-5.869, -0.802, -3.382], [-6.397, 0.528, -2.350], [-6.110, -1.067, -1.637], [-3.921, 0.769, -0.064], [-5.087, 1.732, -0.979], [-3.358, 1.887, -1.319], [-3.308, -3.885, -0.477], [-5.040, -2.660, -0.905], [-4.030, -1.859, 0.831], [-3.406, -4.482, -1.387], [-3.755, -4.457, 0.346], [-2.241, -3.751, -0.257], [-3.014, -1.604, 1.165], [-4.446, -2.570, 1.559], [-4.647, -0.953, 0.864], [-0.341, -1.984, -0.016], [1.134, -0.187, -1.762], [4.180, -0.404, -1.822], [4.159, 1.215, -2.632], [4.860, -0.545, -0.132], [4.188, -1.734, -3.042], [2.984, 2.111, -2.171], [3.979, 0.957, -3.697], [5.518, 1.912, -2.512], [5.757, 2.164, -1.472], [5.482, 2.843, -3.092], [6.320, 1.288, -2.928], [2.049, 1.792, -2.645], [3.185, 3.148, -2.477], [2.846, 2.076, -1.081], [3.611, -1.297, -3.881], [3.411, -2.970, -2.543], [5.602, -2.050, -3.545], [5.995, -1.219, -4.146], [5.557, -2.938, -4.188], [6.297, -2.253, -2.721], [2.449, -2.672, -2.102], [3.996, -3.542, -1.810], [3.209, -3.616, -3.408], [4.350, 0.608, 0.758], [5.949, -0.446, -0.293], [4.548, -1.906, 0.519], [4.597, 1.605, 0.358], [4.837, 0.521, 1.740], [3.263, 0.527, 0.915], [3.460, -2.046, 0.616], [4.990, -1.924, 1.523], [4.977, -2.743, -0.046], [-1.148, 2.572, -0.359], [-0.526, 2.360, 0.730], [-0.564, 3.119, 1.877], [-0.149, 2.287, 2.985], [0.693, 1.247, 2.222], [1.584, 0.542, 2.680], [0.267, 1.269, 0.900], [0.598, 3.115, 4.027], [1.986, 3.272, 3.971], [2.636, 4.106, 4.890], [1.901, 4.798, 5.859], [0.511, 4.653, 5.903], [-0.140, 3.808, 4.995], [-1.338, 1.521, 3.580], [-1.101, 0.658, 4.657], [-2.141, -0.125, 5.165], [-3.411, -0.061, 4.583], [-3.651, 0.814, 3.519], [-2.617, 1.624, 3.029], [-1.260, 3.856, 1.991], [2.570, 2.727, 3.229], [3.719, 4.210, 4.838], [2.410, 5.453, 6.569], [-0.083, 5.196, 6.641], [-1.226, 3.685, 5.041], [-0.089, 0.607, 5.077], [-1.941, -0.788, 6.004], [-4.217, -0.690, 4.956], [-4.635, 0.889, 3.052], [-2.833, 2.335, 2.223]]
}



{
  "formula": "C45H33F3GeIrNO4P",
  "method": "ωB97M-V/def2-TZVPD",
  "s_squared": 0.77,
  "charge": -2,
  "e_above_lowest_ev": 0.000,
  "homo_lumo_gap_ev": [4.86, 5.28],
  "multiplicity": 2,
  "lumo_ev": [4.2500, 4.2491],
  "symbols": ["Ir", "C", "C", "C", "C", "C", "C", "P", "C", "C", "C", "C", "C", "C", "C", "C", "C", "C", "C", "C", "H", "H", "H", "H", "H", "H", "H", "H", "H", "H", "H", "H", "H", "H", "O", "C", "C", "C", "C", "C", "C", "C", "O", "N", "O", "O", "H", "H", "H", "H", "C", "Ge", "C", "C", "C", "C", "C", "C", "C", "C", "C", "C", "C", "C", "C", "C", "C", "C", "C", "C", "H", "H", "H", "H", "H", "H", "H", "H", "H", "H", "H", "H", "H", "H", "H", "F", "C", "F", "F"],
  "coordinates": [[1.403, -0.111, -1.409], [-1.363, 3.803, 1.250], [-1.973, 2.556, 1.231], [-1.208, 1.411, 1.393], [0.171, 1.487, 1.581], [0.774, 2.742, 1.559], [0.014, 3.892, 1.406], [1.079, -0.097, 1.858], [1.227, -0.014, 3.709], [1.265, -1.239, 4.375], [1.365, -1.304, 5.760], [1.416, -0.137, 6.507], [1.372, 1.093, 5.861], [1.281, 1.151, 4.478], [2.766, 0.374, 1.321], [3.785, 0.663, 2.226], [5.055, 0.994, 1.780], [5.291, 1.028, 0.415], [4.274, 0.731, -0.484], [2.971, 0.389, -0.079], [-1.955, 4.702, 1.116], [-3.041, 2.469, 1.065], [-1.679, 0.437, 1.339], [1.853, 2.814, 1.640], [0.501, 4.861, 1.383], [1.212, -2.148, 3.788], [1.395, -2.269, 6.253], [1.486, -0.183, 7.588], [1.410, 2.010, 6.438], [1.243, 2.114, 3.985], [3.592, 0.627, 3.292], [5.846, 1.214, 2.488], [6.282, 1.273, 0.045], [4.514, 0.731, -1.537], [3.039, 0.718, -3.275], [2.935, 1.798, -3.825], [2.086, 2.937, -3.491], [2.246, 4.053, -4.299], [1.519, 5.210, -4.102], [0.571, 5.272, -3.053], [0.382, 4.201, -2.243], [1.124, 2.960, -2.397], [0.890, 2.016, -1.619], [1.719, 6.336, -4.957], [2.534, 6.255, -5.874], [1.048, 7.349, -4.759], [3.569, 1.991, -4.717], [2.964, 4.024, -5.111], [0.005, 6.184, -2.920], [-0.340, 4.219, -1.438], [-0.285, -0.654, -1.064], [-1.569, -1.999, -0.721], [-2.026, -2.973, -2.371], [-1.546, -2.498, -3.591], [-1.890, -3.128, -4.779], [-2.709, -4.249, -4.766], [-3.186, -4.739, -3.557], [-2.847, -4.099, -2.372], [-1.267, -3.327, 0.703], [-0.815, -4.613, 0.415], [-0.512, -5.512, 1.429], [-0.660, -5.139, 2.757], [-1.105, -3.860, 3.064], [-1.397, -2.965, 2.045], [-3.234, -1.054, -0.207], [-3.452, 0.221, -0.736], [-4.586, 0.949, -0.406], [-5.524, 0.420, 0.473], [-5.318, -0.839, 1.017], [-4.182, -1.566, 0.676], [-0.872, -1.646, -3.583], [-1.506, -2.750, -5.719], [-2.971, -4.745, -5.695], [-3.820, -5.618, -3.539], [-3.232, -4.485, -1.432], [-0.672, -4.907, -0.620], [-0.148, -6.503, 1.182], [-0.419, -5.837, 3.550], [-1.205, -3.552, 4.099], [-1.729, -1.966, 2.301], [-2.698, 0.652, -1.387], [-4.733, 1.939, -0.824], [-6.405, 0.992, 0.740], [-6.039, -1.253, 1.713], [-4.029, -2.547, 1.115], [1.343, -2.919, -2.175], [2.012, -2.015, -1.362], [1.991, -2.643, -0.137], [3.327, -2.165, -1.772]]
}



{
  "formula": "CH2S3",
  "method": "ωB97M-V/def2-TZVPD",
  "charge": 0,
  "e_above_lowest_ev": 0.180,
  "homo_lumo_gap_ev": 9.55,
  "lumo_ev": -0.1183,
  "symbols": ["C", "S", "S", "S", "H", "H"],
  "coordinates": [[-0.813, -0.775, -1.646], [0.486, -0.756, -2.429], [1.199, 0.416, 1.395], [-2.270, -0.809, -1.131], [1.250, 0.722, 2.759], [0.148, 1.203, 1.052]]
}



{
  "formula": "C17H11N3S2TcTe",
  "method": "ωB97M-V/def2-TZVPD",
  "s_squared": 3.82,
  "charge": 2,
  "e_above_lowest_ev": 0.781,
  "homo_lumo_gap_ev": [7.13, 6.50],
  "multiplicity": 4,
  "lumo_ev": [-8.3317, -9.4047],
  "symbols": ["Tc", "S", "C", "S", "C", "C", "N", "C", "N", "Te", "C", "C", "C", "C", "C", "C", "C", "C", "C", "C", "C", "C", "H", "H", "H", "H", "H", "H", "H", "H", "H", "H", "N", "C", "H"],
  "coordinates": [[-2.913, 3.923, 16.057], [-4.511, 5.584, 16.164], [-3.229, 6.620, 16.384], [-1.711, 5.979, 16.238], [-3.553, 8.022, 16.489], [-4.850, 8.380, 16.144], [-5.812, 8.533, 15.500], [-2.680, 9.002, 17.015], [-1.966, 9.913, 16.986], [-4.350, 1.912, 17.336], [-2.962, 3.217, 18.294], [-3.397, 4.382, 18.919], [-2.528, 5.269, 19.494], [-1.136, 5.034, 19.484], [-0.653, 3.939, 18.896], [-1.519, 3.005, 18.360], [-2.734, 1.204, 15.999], [-1.892, 0.109, 16.392], [-1.195, -0.581, 15.476], [-1.191, -0.207, 14.186], [-2.150, 0.681, 13.712], [-2.938, 1.349, 14.589], [-4.469, 4.618, 19.075], [-2.818, 6.254, 19.971], [-0.506, 5.827, 19.947], [0.356, 3.621, 18.881], [-1.165, 2.065, 17.940], [-1.856, -0.235, 17.383], [-0.740, -1.485, 15.861], [-0.481, -0.650, 13.495], [-2.277, 0.825, 12.672], [-3.721, 2.030, 14.227], [-3.300, 4.406, 12.928], [-3.051, 4.147, 14.027], [-3.526, 4.520, 11.974]]
}



What did we get for electronic energy? Answer: -4159.72304, -8741.80235, -103704.30063, -133673.77100, -33574.65577, -53418.30542 eV, in the order shown.
What did we get for max |F|? Answer: 1.302, 6.675, 3.184, 0.710, 1.888, 3.617 eV/A, in the order shown.